Record 1
DFT (ωB97M-V/def2-TZVPD) results for an isolated ion of composition C12H24N3O4 and charge +1 at a distorted geometry.

Structure (XYZ):
```
43
Properties=species:S:1:pos:R:3
C 2.551 2.962 -2.705
C 2.694 1.767 -2.459
C 2.494 0.347 -1.801
N 1.821 0.368 -0.482
C 0.470 0.976 -0.472
O -0.620 0.034 -0.398
C -0.563 -0.946 -1.451
O -1.903 -1.370 -1.789
C -2.311 -0.568 -2.923
C -3.907 -0.388 -2.931
O -4.470 -1.466 -3.702
C 2.659 0.793 0.584
N 3.830 1.646 0.407
N 2.452 0.385 1.831
C 1.339 -0.507 2.256
C 0.503 0.260 3.386
C -1.043 0.452 3.063
C -1.538 1.734 3.908
O -2.648 2.409 3.260
H 2.388 4.071 -2.824
H 3.555 -0.039 -1.614
H 2.052 -0.407 -2.532
H 0.387 1.595 0.486
H 0.235 1.683 -1.320
H -0.021 -1.853 -1.038
H -0.101 -0.583 -2.417
H -2.018 -1.012 -3.925
H -1.905 0.503 -2.884
H -4.255 -0.437 -1.856
H -4.193 0.618 -3.369
H -5.403 -1.579 -3.439
H 4.248 1.883 1.312
H 4.520 1.135 -0.161
H 3.096 0.688 2.576
H 0.722 -0.928 1.414
H 1.817 -1.407 2.775
H 0.704 -0.218 4.403
H 0.946 1.313 3.477
H -1.288 0.580 1.969
H -1.598 -0.429 3.536
H -0.730 2.520 4.018
H -1.859 1.454 4.963
H -3.337 1.757 3.023
```

Properties
Max |F| = 3.0 eV/A
Energy above the lowest of the compared OMol25 structures with the same formula, charge and spin = 24.85 kcal per mole
Molar mass = 274.34 g/mol
Total charge = +1
HOMO level = -0.4539 Eh


Record 2
DFT (ωB97M-V/def2-TZVPD) results for one molecule with the formula C12H24N4O5S2 at a distorted geometry.

Structure (XYZ):
```
47
Properties=species:S:1:pos:R:3
C -6.624 -1.826 0.464
C -5.583 -0.787 0.862
C -4.248 -1.040 0.161
C -3.188 -0.020 0.535
H -2.932 -0.054 1.589
H -3.468 0.988 0.244
S -1.673 -0.416 -0.387
O -1.212 -1.685 0.106
O -1.952 -0.207 -1.768
N -0.679 0.819 0.222
C 0.378 0.399 1.118
N 1.617 0.478 0.376
S 1.830 -0.832 -0.728
O 0.717 -0.831 -1.628
O 3.118 -0.615 -1.314
C 1.825 -2.344 0.268
C 2.621 -2.227 1.556
C 4.074 -1.794 1.348
C 4.864 -2.754 0.466
H 4.548 -2.659 -0.568
H 5.923 -2.516 0.514
H 4.730 -3.784 0.794
H 4.548 -1.730 2.330
H 4.087 -0.804 0.896
H 2.137 -1.509 2.220
H 2.603 -3.203 2.049
H 2.252 -3.087 -0.402
H 0.772 -2.566 0.425
C 1.447 1.659 -0.466
N 1.746 2.879 0.212
C 0.657 3.687 0.400
O 0.618 4.711 1.029
N -0.368 3.129 -0.333
H -1.313 3.441 -0.190
C -0.091 1.773 -0.706
H -0.427 1.529 -1.716
H 2.637 3.057 0.639
H 2.046 1.523 -1.370
H 0.174 -0.611 1.464
H 0.436 1.093 1.967
H -3.875 -2.033 0.419
H -4.384 -1.008 -0.921
H -5.436 -0.814 1.943
H -5.945 0.209 0.600
H -7.568 -1.633 0.967
H -6.288 -2.824 0.733
H -6.794 -1.800 -0.610
```

Properties
Max |F| = 1.8 eV/A
Energy above the lowest of the compared OMol25 structures with the same formula, charge and spin = 7.49 kcal per mole
Molar mass = 368.48 g/mol
HOMO level = -0.3702 Eh


Record 3
DFT (ωB97M-V/def2-TZVPD) results for C12H24N6O6Ti as an isolated structure at a distorted geometry.

Structure (XYZ):
```
49
Properties=species:S:1:pos:R:3
O 1.636 2.007 -2.566
H 2.357 2.327 -3.134
Ti 0.315 0.278 -0.708
N 0.691 -1.800 -0.255
N -0.048 -0.753 -2.426
N 0.828 0.486 1.419
N 0.169 2.352 -0.211
O 1.313 -2.372 0.762
O 1.214 -0.458 2.295
O 0.013 3.385 -1.122
O -0.947 0.267 -2.197
C -0.459 -2.054 -2.263
C 0.003 -2.650 -1.073
C 0.616 1.691 1.982
C 0.286 2.733 1.072
C -0.304 -4.037 -0.641
H -1.154 -4.054 0.062
H 0.561 -4.493 -0.144
H -0.576 -4.650 -1.507
C -1.287 -2.692 -3.312
H -0.975 -2.300 -4.287
H -2.353 -2.456 -3.184
H -1.169 -3.781 -3.319
C 0.723 1.901 3.452
C 0.157 4.148 1.498
H 1.260 1.072 3.920
H -0.271 1.973 3.917
H 1.251 2.838 3.666
H -0.191 4.773 0.673
H 1.128 4.530 1.848
H -0.537 4.228 2.344
H 1.273 -1.346 1.687
H 0.601 3.058 -1.879
C 2.226 0.909 -1.596
H 1.869 -0.081 -1.945
H 2.047 1.197 -0.530
H 3.321 0.866 -1.697
O 4.361 -2.116 1.010
H 4.470 -1.195 1.299
H 3.394 -2.233 0.897
N -3.560 -0.830 1.213
C -3.947 0.351 0.598
C -2.825 0.849 0.001
N -1.771 -0.021 0.239
C -2.235 -1.017 0.975
H -4.148 -1.459 1.748
H -4.950 0.737 0.619
H -2.698 1.755 -0.569
H -1.675 -1.861 1.368
```

Properties
⟨S²⟩ = 0.981
Max |F| = 4.2 eV/A
Energy above the lowest of the compared OMol25 structures with the same formula, charge and spin = 33.74 kcal per mole
Molar mass = 396.23 g/mol
Spin multiplicity = 2
Total charge = +1
HOMO level (alpha / beta) = -0.4077 / -0.4264 Eh


Record 4
DFT (ωB97M-V/def2-TZVPD) results for C12H24N8O2STc as an isolated structure.

Structure (XYZ):
```
48
Properties=species:S:1:pos:R:3
Tc 0.622 -1.322 -0.172
N 0.070 -3.766 -0.833
N 1.254 -4.381 -1.305
C 2.406 -3.712 -1.290
N 3.525 -4.202 -1.744
N 2.252 -2.460 -0.742
N 3.112 -1.422 -0.911
O 2.457 -0.356 -0.566
O 4.219 -1.443 -1.296
H -0.289 -4.330 -0.064
H -0.626 -3.803 -1.580
H 1.203 -5.329 -1.663
H 3.577 -5.128 -2.158
H 4.387 -3.672 -1.720
C 0.474 1.795 -2.595
N -0.795 2.249 -1.998
C -0.941 3.729 -1.966
C -1.675 1.441 -1.446
S -1.177 -0.246 -0.952
N -2.954 1.688 -1.282
C -3.735 2.538 -2.222
C -3.796 0.985 -0.288
H 0.688 2.428 -3.453
H 0.403 0.774 -2.952
H 1.292 1.904 -1.883
H 0.045 4.145 -1.773
H -1.612 4.031 -1.171
H -1.290 4.121 -2.918
H -3.207 2.673 -3.156
H -3.979 3.501 -1.778
H -4.664 2.011 -2.428
H -3.228 0.719 0.598
H -4.254 0.101 -0.730
H -4.589 1.664 0.013
N 1.238 -1.439 2.027
C 0.862 -0.379 2.918
C -0.084 -0.638 3.940
C -0.311 0.322 4.876
C 0.366 1.591 4.775
C 1.317 1.838 3.732
C 1.546 0.876 2.806
H 0.918 -2.327 2.414
H 2.261 -1.481 2.004
H -0.574 -1.603 4.020
H -0.979 0.130 5.708
H 0.137 2.374 5.491
H 1.849 2.781 3.696
H 2.278 1.030 2.019
```

Properties
⟨S²⟩ = 3.786
Max |F| = 0.9 eV/A
Energy above the lowest of the compared OMol25 structures with the same formula, charge and spin = 10.40 kcal per mole
Molar mass = 442.45 g/mol
Spin multiplicity = 4
Total charge = +4
HOMO level (alpha / beta) = -0.7540 / -0.7545 Eh


Record 5
DFT (ωB97M-V/def2-TZVPD) results for C12H24NO15Tl as an isolated structure at a distorted geometry.

Structure (XYZ):
```
53
Properties=species:S:1:pos:R:3
Tl 0.346 -3.172 -2.704
N -0.427 -0.022 -0.298
O 0.306 -0.821 -0.870
O -0.255 1.191 -0.196
O -1.495 -0.495 0.023
C -4.223 1.047 4.800
O -2.873 1.514 4.565
C -2.273 1.213 3.491
O -2.713 0.532 2.535
O -1.103 1.756 3.622
C -0.004 1.759 2.696
H -4.295 -0.037 4.893
H -4.979 1.194 4.029
H -4.639 1.416 5.737
H 0.939 2.079 3.140
H -0.155 2.534 1.945
H 0.008 0.826 2.132
C -3.097 3.060 -0.389
O -4.244 3.163 0.499
C -4.936 2.143 0.864
O -4.562 0.964 0.633
O -6.018 2.585 1.551
C -7.038 1.739 2.084
H -3.170 3.859 -1.127
H -3.079 2.054 -0.809
H -2.201 3.168 0.223
H -7.960 2.239 1.786
H -7.013 1.601 3.164
H -7.007 0.738 1.655
C 4.902 -5.459 -1.665
O 4.916 -4.417 -0.694
C 3.957 -3.491 -0.681
O 2.957 -3.496 -1.310
O 4.279 -2.577 0.309
C 3.503 -1.463 0.559
H 4.141 -6.207 -1.443
H 5.769 -6.118 -1.720
H 4.745 -5.003 -2.643
H 2.438 -1.564 0.769
H 3.645 -0.664 -0.170
H 3.840 -1.122 1.537
C 3.968 -1.301 -5.281
O 4.195 -0.236 -4.372
C 3.251 -0.056 -3.447
O 2.406 -0.885 -3.092
O 3.542 1.129 -2.829
C 2.614 1.768 -1.923
H 4.899 -1.334 -5.846
H 3.045 -1.095 -5.823
H 3.981 -2.271 -4.782
H 1.756 2.197 -2.440
H 3.179 2.645 -1.606
H 2.233 1.191 -1.081
```

Properties
Max |F| = 3.6 eV/A
Energy above the lowest of the compared OMol25 structures with the same formula, charge and spin = 31.24 kcal per mole
Molar mass = 626.70 g/mol
Total charge = +2
HOMO level = -0.5774 Eh


Record 6
DFT (ωB97M-V/def2-TZVPD) results for a 2-piece molecular cluster, C12H25BFO3 overall at a distorted geometry.

Structure (XYZ):
```
42
Properties=species:S:1:pos:R:3
C 3.183 -2.466 -0.399
O 2.132 -1.470 -0.683
C 2.187 -0.326 0.241
C 0.732 0.350 0.594
C -0.521 -0.189 -0.315
C -2.009 0.013 0.420
C -3.036 0.800 -0.598
C -4.611 0.522 -0.199
B -5.312 -0.730 -1.002
C -5.491 -2.109 -0.095
C -6.863 -2.153 0.802
O -7.318 -1.193 1.611
F -7.670 -3.424 0.745
H 3.213 -2.798 0.728
H 4.196 -2.016 -0.789
H 2.890 -3.435 -1.031
H 2.811 0.522 -0.324
H 2.819 -0.546 1.229
H 0.818 1.521 0.377
H 0.543 0.279 1.769
H -0.539 0.487 -1.298
H -0.472 -1.319 -0.616
H -1.913 0.489 1.485
H -2.475 -1.071 0.578
H -2.793 0.443 -1.689
H -2.776 1.950 -0.508
H -4.659 0.391 0.964
H -5.207 1.503 -0.525
H -6.387 -0.431 -1.427
H -4.647 -1.057 -1.944
H -4.555 -2.254 0.619
H -5.565 -3.008 -0.873
C 6.005 1.199 0.940
C 5.320 2.300 0.176
O 4.093 2.354 0.096
C 6.192 3.331 -0.488
H 5.251 0.528 1.365
H 6.646 0.623 0.268
H 6.594 1.624 1.756
H 6.842 2.850 -1.224
H 6.790 3.852 0.265
H 5.561 4.063 -1.003
```

Properties
Max |F| = 9.1 eV/A
Molar mass = 247.14 g/mol
Total charge = -1
HOMO level = -0.1871 Eh